ORCA calculation (ωB97M-V with the def2-TZVPD basis set) on C13H15N3O4S in the gas phase at a distorted geometry.

LUMO (eV): 0.5
Structure (SMILES): Cc1nn(C)cc1S(=O)(=O)NCc1ccc2c(c1)OCO2

ORCA input file:
```
! RIJCOSX wB97M-V def2-TZVPD def2/J DEFGRID3
* xyz 0 1
C -0.657 -1.387 1.895
C -1.741 -0.855 1.035
N -2.756 -1.595 0.624
N -3.555 -0.807 -0.092
C -4.764 -1.326 -0.665
C -3.078 0.447 -0.160
C -1.897 0.463 0.555
S -0.869 1.886 0.768
O -1.673 2.960 1.275
O 0.315 1.518 1.479
N -0.467 2.357 -0.786
C -0.026 1.346 -1.727
C 1.124 0.579 -1.135
C 1.057 -0.794 -0.975
C 2.101 -1.518 -0.399
C 3.198 -0.807 0.015
C 3.273 0.579 -0.149
C 2.256 1.292 -0.727
O 4.473 1.027 0.331
C 5.130 -0.108 0.853
O 4.346 -1.257 0.610
H 0.173 -0.688 1.906
H -0.331 -2.358 1.531
H -1.027 -1.515 2.911
H -5.634 -0.805 -0.263
H -4.821 -2.381 -0.405
H -4.754 -1.219 -1.751
H -3.590 1.231 -0.680
H -1.179 2.976 -1.142
H -0.839 0.653 -1.992
H 0.298 1.861 -2.638
H 0.175 -1.327 -1.296
H 2.047 -2.586 -0.273
H 2.306 2.361 -0.837
H 6.111 -0.222 0.366
H 5.275 0.016 1.939
*
```


ORCA calculation (ωB97M-V with the def2-TZVPD basis set) on a molecular structure, C40H54CsN7O4SSi3 at a distorted geometry.

LUMO (eV): 3.5

ORCA input file:
```
! RIJCOSX wB97M-V def2-TZVPD def2/J DEFGRID3
* xyz -2 1
Cs -1.592 0.819 -0.725
C -5.469 -0.558 1.433
C -4.791 0.259 0.324
O -3.643 0.723 0.582
C -5.517 0.427 -0.855
C -5.057 1.084 -2.064
C -6.100 1.462 -3.093
N -3.802 1.300 -2.283
N -3.521 2.019 -3.462
C -2.239 2.099 -3.718
O -1.237 1.643 -3.072
C -1.934 2.912 -4.967
C -0.602 3.159 -5.283
C -0.256 3.907 -6.406
C -1.245 4.417 -7.236
C -2.581 4.169 -6.930
C -2.922 3.425 -5.809
H -4.735 -0.770 2.210
H -5.875 -1.497 1.049
H -6.295 0.007 1.878
H -6.538 0.059 -0.855
H -7.094 1.151 -2.765
H -5.868 1.006 -4.058
H -6.097 2.541 -3.261
H 0.148 2.744 -4.621
H 0.788 4.087 -6.634
H -0.981 4.998 -8.113
H -3.363 4.559 -7.574
H -3.954 3.224 -5.551
N 1.089 4.123 3.459
C 2.066 3.413 4.193
C 3.043 4.104 4.890
C 3.985 3.419 5.652
C 3.961 2.037 5.697
C 2.996 1.343 4.972
C 2.042 2.021 4.234
S 0.823 1.124 3.325
N 0.206 2.280 2.280
C 0.360 3.518 2.436
C -0.332 4.453 1.463
C -0.466 5.809 1.700
C -1.145 6.581 0.760
C -1.660 5.973 -0.364
C -1.477 4.600 -0.511
N -0.825 3.868 0.382
H 1.297 5.099 3.330
H 3.062 5.188 4.844
H 4.737 3.974 6.198
H 4.690 1.492 6.282
H 2.979 0.259 4.979
H -0.092 6.275 2.602
H -1.270 7.644 0.923
H -2.201 6.531 -1.116
H -1.863 4.064 -1.375
C 2.110 1.007 -2.830
O 1.984 -0.017 -1.882
Si 2.173 -1.667 -2.168
C 3.814 -1.772 -3.097
C 0.859 -2.115 -3.437
C 2.142 -2.586 -0.654
Si 3.253 -2.083 0.639
C 2.653 -2.393 2.416
C 3.707 -0.255 0.624
C 4.933 -2.969 0.599
Si 1.324 -4.157 -0.638
C 1.472 -5.111 0.993
C 1.978 -5.401 -1.916
C -0.544 -4.105 -0.972
H 3.163 1.191 -3.087
H 1.685 1.923 -2.415
H 1.557 0.789 -3.751
H 3.775 -1.290 -4.081
H 4.095 -2.821 -3.235
H 4.607 -1.290 -2.513
H 1.060 -1.618 -4.391
H -0.126 -1.787 -3.091
H 0.812 -3.191 -3.623
H 1.601 -2.114 2.508
H 3.233 -1.784 3.122
H 2.755 -3.441 2.708
H 2.806 0.362 0.649
H 4.251 0.015 -0.286
H 4.332 -0.014 1.494
H 4.792 -4.049 0.733
H 5.636 -2.615 1.365
H 5.390 -2.819 -0.386
H 2.518 -5.272 1.275
H 0.987 -6.090 0.895
H 0.985 -4.567 1.805
H 3.051 -5.564 -1.768
H 1.846 -4.995 -2.924
H 1.465 -6.370 -1.874
H -0.964 -3.152 -0.637
H -1.062 -4.914 -0.442
H -0.771 -4.205 -2.037
N 0.315 -4.024 5.716
C -0.486 -2.952 5.402
O -0.562 -1.969 6.112
C -1.261 -3.107 4.129
C -1.710 -4.336 3.676
C -2.376 -4.398 2.465
C -2.523 -3.226 1.739
N -2.077 -2.045 2.156
C -1.493 -1.982 3.347
H 0.969 -3.835 6.460
H 0.671 -4.572 4.948
H -1.551 -5.230 4.267
H -2.745 -5.337 2.074
H -3.004 -3.234 0.767
H -1.135 -1.014 3.677
*
```


ORCA calculation (ωB97M-V with the def2-TZVPD basis set) on 2 unconnected molecules or ions with the total composition C2H6ClNO at a distorted geometry.

LUMO (eV): 0.2
Structure (SMILES): [H]/N=C\C.OCl

ORCA input file:
```
! RIJCOSX wB97M-V def2-TZVPD def2/J DEFGRID3
* xyz 0 1
H 0.622 -1.737 -1.351
N 0.345 -0.766 -1.462
C 0.184 0.138 -0.612
C 0.418 0.112 0.871
H -0.026 1.156 -0.969
H 0.512 -0.814 1.314
H 1.328 0.609 1.014
H -0.596 0.595 1.278
O 3.312 0.373 -0.427
Cl 4.467 0.008 0.713
H 3.022 -0.517 -0.604
*
```


Relative energy (zero: lowest compared OMol25 entry of this formula, charge and spin) / kcal/mol: 61.0, 32.4, 76.8
Molar mass / g/mol: 309.35, 946.15, 95.53
Kohn-Sham gap / eV: 8.52, 4.44, 9.59